Density functional theory data (ωB97M-V/def2-TZVPD) for a structure of composition C40H47N2O3P2PdSi2.

Each line ends with the Mulliken charge.
Positions of all 97 atoms, in Å:
Pd  0.6077  -0.2465  0.2226  0.09
C  -0.6678  -3.2531  -1.6730  -0.61
Si  -1.2082  -3.1047  0.1154  0.18
C  -0.1791  -4.2406  1.1865  -0.83
C  -3.0016  -3.6899  0.1889  -1.14
N  -1.0696  -1.5109  0.7329  -0.15
P  -1.9466  -0.1699  0.6951  1.90
C  -0.8301  1.0712  0.8311  -1.78
P  -0.0468  2.2768  -0.0343  2.89
N  1.4142  1.6972  -0.3317  -0.10
Si  3.0231  2.2280  -0.1198  -0.12
C  4.1950  0.9151  -0.7440  -0.69
C  3.3378  3.8025  -1.1129  -1.21
C  3.3992  2.6102  1.6780  -0.95
C  -0.8416  2.7634  -1.6010  0.30
C  -0.2054  2.5315  -2.8138  -0.42
C  -0.8544  2.8144  -4.0103  -0.71
C  -2.1423  3.3291  -3.9981  -0.53
C  -2.7851  3.5620  -2.7872  -0.68
C  -2.1359  3.2805  -1.5968  -0.09
C  -0.0345  3.8499  0.8923  0.35
C  0.1723  5.0784  0.2685  -0.52
C  0.2553  6.2424  1.0193  -0.71
C  0.1296  6.1854  2.4014  -0.45
C  -0.0794  4.9649  3.0294  -0.58
C  -0.1611  3.8012  2.2775  -0.59
C  -3.0115  -0.1408  -0.7980  1.15
C  -4.4027  -0.0945  -0.7844  -0.63
C  -5.1225  -0.0711  -1.9744  -0.78
C  -4.4586  -0.1001  -3.1908  -0.76
C  -3.0700  -0.1613  -3.2158  -0.88
C  -2.3556  -0.1803  -2.0308  -0.90
C  -3.1504  -0.1107  2.0599  -0.17
C  -3.8442  1.0683  2.3252  -0.27
C  -4.7308  1.1390  3.3871  -0.63
C  -4.9252  0.0283  4.2021  -0.55
C  -4.2233  -1.1412  3.9553  -0.75
C  -3.3364  -1.2093  2.8866  -0.32
H  -0.5459  -4.3026  -1.9584  0.36
H  0.2866  -2.7371  -1.8060  -0.14
H  -1.4066  -2.8032  -2.3406  0.35
H  -0.1846  -5.2667  0.8077  0.31
H  -0.5673  -4.2508  2.2089  0.31
H  0.8585  -3.9022  1.2284  0.08
H  -3.0892  -4.6816  -0.2658  0.43
H  -3.6518  -3.0101  -0.3695  0.29
H  -3.3836  -3.7574  1.2109  0.30
H  4.1276  0.8158  -1.8304  0.28
H  3.9306  -0.0525  -0.3112  -0.13
H  5.2306  1.1518  -0.4844  0.38
H  3.0353  3.6831  -2.1570  0.30
H  4.4041  4.0493  -1.0985  0.36
H  2.7946  4.6545  -0.6970  0.27
H  3.2185  1.7187  2.2842  0.20
H  2.7425  3.4060  2.0413  0.27
H  4.4351  2.9338  1.8174  0.44
H  0.7938  2.1112  -2.8008  0.32
H  -0.3530  2.6281  -4.9525  0.39
H  -2.6508  3.5434  -4.9305  0.37
H  -3.7959  3.9508  -2.7742  0.41
H  -2.6426  3.4521  -0.6525  0.29
H  0.2682  5.1260  -0.8103  0.52
H  0.4171  7.1932  0.5264  0.41
H  0.1946  7.0936  2.9886  0.38
H  -0.1779  4.9185  4.1069  0.41
H  -0.3298  2.8366  2.7437  0.35
H  -4.9382  -0.0851  0.1565  0.42
H  -6.2051  -0.0363  -1.9464  0.41
H  -5.0190  -0.0796  -4.1178  0.37
H  -2.5414  -0.1863  -4.1606  0.46
H  -1.2724  -0.2334  -2.0504  0.63
H  -3.6741  1.9415  1.7034  0.30
H  -5.2648  2.0598  3.5877  0.42
H  -5.6161  0.0820  5.0347  0.35
H  -4.3605  -2.0021  4.5981  0.41
H  -2.7655  -2.1097  2.6954  0.35
C  3.1278  -5.6859  -3.1256  -0.70
O  3.8174  -5.7865  -1.8983  -0.48
C  3.6743  -4.7459  -1.0213  1.06
C  4.3486  -4.8967  0.2037  -1.21
C  4.2536  -3.8784  1.1153  -0.86
C  3.4970  -2.7071  0.9095  0.45
C  3.4812  -1.6854  1.9601  0.86
C  4.4245  -1.8454  3.1500  -1.90
O  2.7766  -0.6878  1.9401  -0.44
C  2.7645  -2.5779  -0.3187  -0.08
O  2.0142  -1.6037  -0.6539  -0.62
C  2.9280  -3.6271  -1.2810  -0.11
H  3.3503  -6.5977  -3.6759  0.24
H  3.4646  -4.8207  -3.7032  0.30
H  2.0480  -5.6075  -2.9712  0.25
H  4.9248  -5.7918  0.3918  0.41
H  4.7821  -3.9952  2.0527  0.37
H  4.0227  -2.5932  3.8389  0.39
H  4.4611  -0.8895  3.6665  0.36
H  5.4307  -2.1514  2.8669  0.45
H  2.3930  -3.4936  -2.2099  0.25

* HOMO energy: -0.1555 Ha
* total charge: -1
* energy relative to the best compared isomer or geometry (same formula, charge and spin): 0.105 eV
* gap between HOMO and LUMO: 6.7912 eV
* E_LUMO: 0.094 hartree

=====

Density functional theory data (ωB97M-V/def2-TZVPD) for a structure of composition C40H49Cl2PPb in a non-equilibrium geometry.

Each line ends with the Mulliken charge.
Positions of all 93 atoms, in Å:
P  0.3134  -0.9551  -2.9467  -0.41
C  1.8881  -0.4250  -3.6919  0.19
C  2.1312  -0.7406  -5.1705  -0.62
C  3.5924  -0.3958  -5.5198  -0.80
C  3.9667  1.0642  -5.1852  -0.73
C  3.5699  1.4724  -3.7586  -0.87
C  2.1224  1.0646  -3.4243  -0.33
C  -1.2143  -0.1455  -3.8891  0.75
C  -1.6486  -0.7863  -5.2066  -0.43
C  -3.0357  -0.2156  -5.5922  -0.87
C  -3.0795  1.3101  -5.6333  -0.87
C  -2.4902  1.9572  -4.3740  -0.64
C  -1.1220  1.3735  -4.0046  -0.38
C  0.1098  -2.7660  -3.0765  0.29
C  1.3527  -3.5011  -2.5413  -0.69
C  1.1830  -5.0277  -2.3678  -0.86
C  -0.1311  -5.4468  -1.7066  -0.65
C  -1.3652  -4.7188  -2.2352  -0.94
C  -1.1719  -3.1942  -2.3174  -0.44
H  2.6323  -0.9871  -3.1039  0.58
H  1.4359  -0.1623  -5.7967  0.21
H  1.9607  -1.8040  -5.3898  0.27
H  3.7833  -0.6027  -6.5827  0.39
H  4.2497  -1.0601  -4.9359  0.33
H  5.0472  1.1923  -5.3081  0.41
H  3.5115  1.7494  -5.9169  0.29
H  4.2534  0.9957  -3.0408  0.41
H  3.6845  2.5596  -3.6329  0.40
H  1.8925  1.3046  -2.3802  -0.08
H  1.4417  1.6484  -4.0495  0.04
H  -1.9877  -0.3519  -3.1240  -0.28
H  -3.7638  -0.5809  -4.8540  0.36
H  -1.7254  -1.8868  -5.1243  0.20
H  -0.9035  -0.5645  -5.9942  0.21
H  -3.3314  -0.6355  -6.5586  0.39
H  -4.1136  1.6341  -5.7576  0.41
H  -2.5556  1.6767  -6.5233  0.31
H  -2.3932  3.0383  -4.5166  0.33
H  -3.1749  1.8216  -3.5249  0.33
H  -0.7799  1.8075  -3.0523  -0.11
H  -0.3954  1.6316  -4.7928  0.17
H  0.0082  -2.9029  -4.1697  0.54
H  2.2262  -3.3065  -3.1857  0.19
H  1.5669  -3.0559  -1.5567  0.31
H  1.2822  -5.5229  -3.3458  0.33
H  2.0145  -5.3865  -1.7440  0.36
H  -0.0611  -5.2904  -0.6223  0.36
H  -0.2738  -6.5203  -1.8342  0.33
H  -2.2156  -4.9119  -1.5642  0.38
H  -1.6405  -5.1095  -3.2259  0.35
H  -2.0698  -2.7297  -2.7596  0.24
H  -1.0880  -2.7741  -1.3033  0.14
Pb  -1.1013  0.6902  1.0985  0.59
Cl  -2.7556  -0.1985  -0.7391  -0.55
Cl  0.7640  -0.8272  -0.3948  -0.45
C  0.2326  2.3862  0.2324  -1.37
H  1.3122  2.3881  0.3316  0.35
C  -1.6565  5.5936  -1.9115  -0.54
C  -0.2633  5.5957  -1.7442  -0.32
C  0.4013  4.5976  -1.0451  -0.51
C  -0.3236  3.4734  -0.4569  1.40
C  -1.7637  3.5153  -0.6503  -0.27
C  -2.3733  4.5262  -1.3702  -0.65
H  -2.1648  6.3938  -2.4429  0.36
H  0.3007  6.4173  -2.1797  0.34
H  1.4948  4.6358  -0.9248  0.32
H  -2.3791  2.7094  -0.2294  0.14
H  -3.4476  4.4902  -1.5064  0.36
C  -0.6718  -0.7503  2.7643  -0.88
C  -0.3127  -0.5039  3.9455  0.14
C  -0.0909  -0.3211  5.2991  0.16
C  -0.9274  -1.1000  6.1876  0.56
C  -1.3151  -0.6572  7.4797  -0.34
C  -2.3004  -1.3465  8.1936  -0.68
C  -2.9288  -2.4671  7.6480  -0.37
C  -2.5546  -2.9243  6.3773  -0.53
C  -1.5502  -2.2695  5.6734  -0.63
C  0.8314  0.7181  5.6785  0.30
C  1.4289  0.7843  6.9566  -0.23
C  2.3894  1.7573  7.2438  -0.69
C  2.7872  2.6772  6.2646  -0.33
C  2.2104  2.6188  4.9895  -0.60
C  1.2451  1.6635  4.7055  -0.33
H  -0.8723  0.2522  7.8982  0.49
H  -2.5829  -0.9955  9.1864  0.33
H  -3.7187  -2.9848  8.1861  0.34
H  -3.0441  -3.7860  5.9264  0.35
H  -1.2510  -2.6096  4.6761  0.35
H  1.1502  0.0323  7.7078  0.52
H  2.8213  1.8009  8.2436  0.33
H  3.5288  3.4428  6.4802  0.34
H  2.4904  3.3166  4.2008  0.38
H  0.7919  1.6158  3.7048  0.05

* HOMO energy (spin up / spin down): -0.0010 / -0.0009 Ha
* total charge: -2
* gap between HOMO and LUMO (spin up / spin down): 4.4597 / 4.0517 eV
* E_LUMO (spin up / spin down): 0.163 / 0.148 hartree

=====

Number 1: E_tot -89184.090 eV, molar mass 828.4 g mol⁻¹. Number 2: E_tot -81853.852 eV, molar mass 838.9 g mol⁻¹.